1.
The following is a DFT calculation (ωB97M-V with the def2-TZVPD basis set) of C9H19F6HgNO10S5 as an isolated structure at a distorted geometry.

Results
ΔE to the lowest compared entry with this formula, charge and spin (kcal/mol): 0.0
LUMO (eV): 0.124
Frontier orbital gap (eV): 9.265
HOMO (eV): -9.1

The geometry in ORCA input format:
```
! RIJCOSX wB97M-V def2-TZVPD def2/J DEFGRID3
* xyz 0 1
Hg 21.23635 -15.82743 5.11906
O 19.48995 -15.54000 8.84848
C 19.88828 -15.45979 7.54731
O 19.30931 -15.91662 6.53622
O 21.10290 -15.06337 7.38892
H 20.35180 -15.18711 9.15532
C 24.22972 -17.58346 2.96540
F 24.28561 -18.19874 1.78916
F 23.47014 -18.29325 3.78308
F 25.47410 -17.50294 3.43882
S 23.52778 -15.87788 2.82004
O 24.43981 -15.14482 2.01977
O 22.22224 -16.09741 2.28728
N 23.35432 -15.42466 4.40238
S 24.53726 -14.45925 4.96367
O 25.78264 -14.44727 4.26212
O 23.97112 -13.16691 5.24047
C 24.89303 -15.27278 6.62321
F 25.96555 -14.69243 7.12836
F 23.85162 -14.96779 7.40575
F 24.99423 -16.58714 6.55064
C 18.03834 -18.56198 4.52763
S 18.35022 -17.32150 3.25915
O 19.57563 -16.57091 3.60542
C 18.87147 -18.46924 1.98282
H 16.98379 -18.83577 4.63303
H 18.29993 -18.18545 5.51781
H 18.53551 -19.51881 4.35666
H 19.89485 -18.79504 2.16839
H 18.72608 -18.13344 0.95928
H 18.26813 -19.38317 2.03881
C 19.45618 -12.15652 2.42243
S 20.69984 -12.49568 3.69459
O 20.40504 -13.86286 4.22718
C 22.05186 -12.64041 2.52298
H 19.67274 -11.21892 1.92288
H 18.46016 -12.17725 2.86384
H 19.46324 -13.02507 1.75924
H 22.99325 -12.64954 3.06722
H 22.04130 -11.71276 1.94493
H 21.94498 -13.49025 1.85258
C 20.56750 -19.02550 7.91585
S 21.99548 -18.71306 6.88876
O 21.43584 -18.00128 5.68726
C 22.23696 -20.39173 6.34163
H 20.08796 -18.05939 8.10898
H 20.77311 -19.46188 8.89136
H 19.77468 -19.56301 7.39248
H 21.31923 -20.90239 6.04783
H 22.79056 -20.97869 7.07520
H 22.84193 -20.41544 5.43157
*
```



2.
The following is a DFT calculation (ωB97M-V with the def2-TZVPD basis set) of C9H19F6MnN4O13S6 as an isolated structure at a distorted geometry.

Results
ΔE to the lowest compared entry with this formula, charge and spin (kcal/mol): 171.3
LUMO (spin up / spin down) (eV): 1.297 / 1.190
⟨S²⟩: 8.75
Frontier orbital gap (spin up / spin down) (eV): 8.700 / 8.591
HOMO (spin up / spin down) (eV): -7.4 / -7.4

The geometry in ORCA input format:
```
! RIJCOSX wB97M-V def2-TZVPD def2/J DEFGRID3
* xyz -1 6
Mn 0.39406 0.06605 -0.74430
N 0.14801 -0.76129 -2.56141
S 0.60848 -2.02023 -3.42837
O 1.60480 -1.75854 -4.47023
O -0.30636 -3.15106 -3.49970
F 1.51971 -2.37047 -2.18623
S -0.71563 -0.21050 -3.99536
O -1.97603 -0.97501 -4.26406
O 0.01919 0.39456 -5.04497
F -1.26721 1.15513 -3.20169
N 1.27666 1.78337 -0.27673
S 1.54749 3.25455 -1.16709
O 2.90370 3.79841 -1.24503
O 0.47202 4.23374 -1.08556
F 1.29624 2.61902 -2.65806
S 1.92585 2.48977 0.94606
O 1.16925 3.43888 1.78292
O 3.42679 2.50815 1.00284
F 1.63817 1.19831 1.78968
N 4.72651 0.60335 -0.77418
S 3.86183 -0.88420 -0.41216
O 4.35741 -2.17091 -0.75902
O 2.35467 -0.67752 -0.30572
F 4.13875 -0.86291 1.20643
S 4.65138 0.21678 -2.24552
O 3.43539 0.35802 -3.00630
O 5.69453 -0.55622 -2.85998
F 5.31563 1.63513 -2.65497
C -3.78140 0.64843 1.39617
C -2.24396 0.76896 1.40568
C -1.53644 0.88050 2.81760
C -1.24681 -0.37054 3.61747
C -0.46295 -1.34248 2.59558
C -1.33151 -1.60301 1.33276
N -1.57170 -0.32473 0.71410
O -1.77664 -0.32940 -0.60449
C -0.35410 -2.54694 0.43747
C -2.52496 -2.52922 1.74249
C -2.06406 2.16485 0.60163
H -4.17813 0.78095 0.38962
H -4.16418 1.47234 1.99846
H -4.18641 -0.27141 1.81803
H -0.65493 1.50545 2.67455
H -2.18359 1.43738 3.49522
H -2.16174 -0.89970 3.88387
H -0.51056 -0.03158 4.34629
H 0.00997 -2.15744 3.14357
H 0.34023 -0.78850 2.10967
H 0.67231 -2.18794 0.36201
H -0.37934 -3.53579 0.89534
H -0.70414 -2.81430 -0.55957
H -2.61943 -2.80633 2.79244
H -3.36656 -2.27047 1.09996
H -2.45761 -3.51299 1.27799
H -1.02260 2.45384 0.46033
H -2.57294 3.02994 1.02681
H -2.47802 1.98885 -0.39122
H -2.70907 -0.16312 -0.76112
*
```



3.
The following is a DFT calculation (ωB97M-V with the def2-TZVPD basis set) of C9H19F6N4O3W as an isolated structure at a distorted geometry.

Results
ΔE to the lowest compared entry with this formula, charge and spin (kcal/mol): 43.0
LUMO (spin up / spin down) (eV): -12.573 / -12.465
⟨S²⟩: 2.01
Frontier orbital gap (spin up / spin down) (eV): 7.905 / 9.340
HOMO (spin up / spin down) (eV): -20.5 / -21.8

The geometry in ORCA input format:
```
! RIJCOSX wB97M-V def2-TZVPD def2/J DEFGRID3
* xyz 3 3
W 0.33581 -0.12810 0.19228
C -3.71556 -3.80265 0.32953
O -2.99747 -2.60433 0.69442
C -2.09500 -2.04390 -0.00963
O -1.42805 -1.08208 0.51344
N -1.69836 -2.41797 -1.24131
N -0.59777 -1.69274 -1.77053
H -4.14373 -4.17406 1.26003
H -3.04973 -4.55664 -0.08537
H -4.53406 -3.57601 -0.35460
H -2.22651 -3.04878 -1.84462
H -0.91825 -1.16666 -2.59704
H 0.11006 -2.35781 -2.11407
N 0.49630 -1.24268 2.15458
C -0.29256 -0.25741 2.98415
C 0.58787 0.85441 3.54249
C 1.08011 1.81511 2.46894
N 1.81864 1.06735 1.40732
H 0.00580 -2.14967 2.20572
H 1.38712 -1.41621 2.64661
H -0.77824 -0.78548 3.81739
H -1.11198 0.18685 2.35756
H 1.43169 0.42501 4.09292
H 0.01181 1.42378 4.27857
H 1.72972 2.56530 2.92847
H 0.23920 2.35218 2.00612
H 2.57824 0.55009 1.87485
H 2.31225 1.76320 0.82918
C 2.34534 2.63981 -2.00051
C 1.20670 1.62342 -2.09723
O 1.23193 0.65549 -1.09424
C -0.17854 2.26227 -1.78130
F -0.10926 2.61953 -0.44839
F -1.11783 1.24057 -1.70118
F -0.61704 3.22986 -2.49075
C 1.21679 0.85166 -3.47311
F 0.01958 0.87339 -4.04723
F 1.44692 -0.45092 -3.16570
F 2.12575 1.26721 -4.29984
H 2.27265 3.21727 -1.07889
H 2.31077 3.34147 -2.83435
H 3.30887 2.12891 -2.05467
*
```



4.
The following is a DFT calculation (ωB97M-V with the def2-TZVPD basis set) of a 2-piece molecular cluster, C9H19FNO overall at a distorted geometry.

Results
ΔE to the lowest compared entry with this formula, charge and spin (kcal/mol): 64.7
LUMO (eV): -3.797
Frontier orbital gap (eV): 6.920
HOMO (eV): -10.7

The geometry in ORCA input format:
```
! RIJCOSX wB97M-V def2-TZVPD def2/J DEFGRID3
* xyz 1 1
C -0.51044 1.31056 0.82129
C 0.21361 0.35467 1.78739
C -0.27856 0.56418 -0.56379
C 0.07368 -0.88553 1.05008
C 0.70415 2.45907 -1.97824
C 1.12510 -0.00566 -2.61705
C 2.31104 1.15278 -0.53409
C -2.64207 -1.88697 1.56362
C 0.97938 1.03937 -1.37140
N -1.96345 -3.30449 2.04663
O -0.21275 -0.85374 -0.19090
F 0.37293 -2.10995 1.49943
H -1.63872 1.42202 1.01670
H 0.21605 2.13220 0.75234
H 1.21062 0.63028 1.83494
H -0.22521 0.18764 2.77891
H -1.30955 0.69638 -1.08082
H -0.32951 2.63064 -2.45798
H 1.56587 2.53676 -2.64800
H 0.77606 3.32489 -1.24719
H 1.54543 -0.90723 -2.08787
H 0.11554 -0.11019 -2.96325
H 1.84281 0.30505 -3.41182
H 2.64839 0.13051 0.03860
H 2.17503 2.03831 0.13171
H 3.20545 1.42765 -1.19399
H -3.09240 -2.04440 0.53647
H -3.28093 -1.36858 2.27025
H -1.05073 -3.21546 2.46098
H -1.90480 -3.85668 1.16103
H -2.64205 -3.79413 2.59601
*
```



5.
The following is a DFT calculation (ωB97M-V with the def2-TZVPD basis set) of a 2-piece molecular cluster, C9H19IN2 overall at a distorted geometry.

Results
LUMO (spin up / spin down) (eV): 0.528 / 0.551
Frontier orbital gap (spin up / spin down) (eV): 7.760 / 8.205
HOMO (spin up / spin down) (eV): -7.2 / -7.7

The geometry in ORCA input format:
```
! RIJCOSX wB97M-V def2-TZVPD def2/J DEFGRID3
* xyz 0 1
C -2.32235 0.06403 1.17074
C 0.30736 -1.49035 -1.14459
C -0.22941 -1.86806 1.29008
C -1.89079 -2.54143 -0.52678
C 2.76405 2.07375 0.69852
C 1.75570 2.05003 -1.55111
C -1.56295 -0.14404 -0.15988
C -0.80595 -1.58135 -0.11911
C 1.79708 2.58011 -0.22050
N -0.61153 0.92315 -0.27047
N -0.22072 1.67017 0.58070
I 1.61654 4.78222 -0.03124
H -2.98580 0.87598 1.08951
H -1.62128 0.29086 1.95658
H -2.95695 -0.79021 1.49237
H 1.14812 -0.95435 -0.80219
H 0.58834 -2.43282 -1.40793
H -0.01882 -0.91665 -1.96131
H -1.26910 -1.86707 1.88104
H 0.52581 -1.02781 1.63975
H 0.25918 -2.84694 1.44465
H -2.77937 -2.37281 0.08957
H -1.69088 -3.52173 0.01898
H -2.15448 -2.38789 -1.59071
H 3.76583 2.24859 0.30016
H 2.73666 2.63858 1.62882
H 2.56861 1.02409 1.01006
H 1.03622 1.19084 -1.62665
H 2.78065 1.65234 -1.55478
H 1.59678 2.73120 -2.29875
H -2.12656 -0.05239 -1.02552
*
```



6.
The following is a DFT calculation (ωB97M-V with the def2-TZVPD basis set) of C9H19InNO as an isolated structure at a distorted geometry.

Results
ΔE to the lowest compared entry with this formula, charge and spin (kcal/mol): 15.8
LUMO (eV): -16.505
Frontier orbital gap (eV): 5.401
HOMO (eV): -21.9

The geometry in ORCA input format:
```
! RIJCOSX wB97M-V def2-TZVPD def2/J DEFGRID3
* xyz 3 1
In 4.85203 3.84446 -1.00126
C -0.18961 -1.73283 -1.46400
C -0.44257 -0.24866 -1.25672
C -1.88995 -0.09459 -0.69278
C -1.96092 -0.39514 0.77434
C -1.00409 0.45448 1.62612
C 0.42977 0.40035 1.10667
N 0.49705 0.49605 -0.39238
O 1.83717 0.36578 -0.76432
C 1.30721 1.50277 1.67972
C 1.06166 -1.05686 1.66706
C -0.53327 0.43919 -2.60015
H -0.11682 -2.33544 -0.55864
H 0.85081 -1.90943 -1.73682
H -0.89301 -2.14943 -2.18496
H -2.39597 0.86559 -0.79328
H -2.50639 -0.83921 -1.19642
H -1.74980 -1.46210 0.84598
H -2.93508 -0.22372 1.23231
H -1.19314 -0.02915 2.58448
H -1.38860 1.47431 1.64006
H 2.35089 1.36313 1.96138
H 1.23653 2.29659 0.93612
H 0.86841 1.84546 2.61680
H 0.62071 -1.98331 1.29915
H 2.13806 -0.99364 1.50747
H 0.94545 -1.18248 2.74355
H -0.84551 1.48298 -2.56683
H -1.40635 0.10461 -3.16041
H 0.34566 0.24610 -3.21521
H 2.10969 -0.54587 -0.63698
*
```



no.,molar mass (g mol⁻¹)
1,776.2
2,752.6
3,529.1
4,176.3
5,282.2
6,272.1